[1]
The following is a DFT calculation (the ωB97M-V functional and the def2-TZVPD basis) of a 2-piece molecular cluster, C9H14O overall.

As for the structure (SMILES): Cc1ccc(O)cc1.CC.

The geometry in XYZ format:
```
24
Properties=species:S:1:pos:R:3:forces:R:3
C 1.6621 0.0557 -2.4899 -1.1 0.2 -0.8
C 1.5510 0.0772 -0.9948 -0.1 -1.0 -0.4
C 0.8463 -0.9892 -0.3602 2.0 1.0 0.0
C 0.7992 -0.9677 1.0102 -0.7 0.9 0.4
C 1.2751 0.1538 1.7371 -0.6 -1.5 0.5
O 1.0816 0.1513 3.1010 0.0 -0.2 0.0
C 1.9178 1.1960 1.1352 0.4 -0.2 -1.0
C 2.0758 1.1169 -0.2690 -0.6 0.6 0.9
H 1.4768 -0.9459 -2.8804 0.1 0.0 0.0
H 2.5474 0.4384 -2.9947 0.4 0.0 0.6
H 0.8463 0.6817 -2.8866 0.1 -0.2 -0.1
H 0.5991 -1.8564 -0.9534 -0.5 0.0 0.1
H 0.2177 -1.6885 1.5755 0.2 -0.3 -0.1
H 0.6742 -0.6984 3.3506 0.3 0.6 -0.1
H 2.3556 1.9861 1.7271 -0.2 0.2 0.0
H 2.4830 1.9668 -0.8026 0.4 -0.1 0.0
C -2.3458 0.2990 0.5902 -1.1 1.5 -0.4
C -3.2236 -0.5540 -0.3442 0.8 -0.5 0.8
H -2.0636 -0.0076 1.5921 0.0 -0.9 -0.1
H -1.4744 0.6951 0.0742 0.2 -0.2 0.0
H -2.9851 1.1721 0.7985 0.3 0.1 0.0
H -3.4551 0.0321 -1.2279 -0.1 0.0 -0.1
H -4.1471 -0.8426 0.1556 -0.1 0.0 -0.1
H -2.7143 -1.4720 -0.6438 -0.1 0.0 -0.1
```
Forces are in eV/Å.

***

[2]
The following is a DFT calculation (the ωB97M-V functional and the def2-TZVPD basis) of a 2-piece molecular cluster, C9H14O overall.

As for the structure (SMILES): Cc1ccc(O)cc1.CC.

The geometry in XYZ format:
```
24
Properties=species:S:1:pos:R:3:forces:R:3
C 1.8808 -1.0234 1.2826 1.0 -0.8 4.7
C 0.9063 -1.2479 0.2618 -2.2 0.8 -1.4
C 1.4314 -1.3469 -1.0170 -1.7 -0.4 -1.4
C 0.6201 -1.7982 -2.1182 1.7 2.0 2.5
C -0.7104 -1.7799 -1.8988 0.3 -0.5 1.4
O -1.5701 -1.8917 -2.8672 -3.0 -0.5 -2.1
C -1.2646 -1.6142 -0.6297 -0.8 0.0 1.4
C -0.5285 -1.2965 0.4766 4.3 -1.0 -3.3
H 2.5055 -1.9536 1.3330 0.0 1.1 0.0
H 1.4796 -0.9576 2.3733 0.1 -0.1 -1.8
H 2.4799 -0.1281 1.2248 0.4 0.2 -0.5
H 2.3522 -0.8334 -1.2721 0.6 -0.9 0.3
H 1.0210 -1.7968 -3.0936 0.4 -0.2 -1.0
H -1.2058 -2.0495 -3.7345 0.5 0.0 -0.2
H -2.2972 -1.8057 -0.3920 -0.5 0.2 -0.9
H -0.8928 -1.0783 1.4060 -1.1 0.2 2.2
C -0.2902 2.5795 0.5427 -0.3 -2.8 0.2
C -1.3852 3.0579 1.5281 5.5 1.8 2.4
H 0.4981 3.3064 0.4796 0.4 0.2 -0.1
H 0.1281 1.6358 1.1400 -0.4 1.7 -2.2
H -0.5986 2.2884 -0.5279 0.3 0.3 1.8
H -2.3570 2.9704 1.2872 -3.3 -1.1 -0.6
H -1.2316 4.1691 1.6976 -0.3 -1.0 -0.2
H -0.9711 2.5943 2.5177 -1.9 0.8 -1.4
```
Forces are in eV/Å.

***

[3]
The following is a DFT calculation (the ωB97M-V functional and the def2-TZVPD basis) of a 2-piece molecular cluster, C9H14O overall.

As for the structure (SMILES): Cc1ccccc1.CCO.

The geometry in XYZ format:
```
24
Properties=species:S:1:pos:R:3:forces:R:3
C -2.3610 0.8539 2.7762 0.5 -0.3 -0.6
C -1.8183 0.3853 1.4367 -0.6 -0.1 -0.1
C -1.4596 -0.9452 1.2226 0.2 0.0 0.3
C -1.1573 -1.4232 -0.0399 -0.3 -0.1 -0.5
C -1.2341 -0.5962 -1.1499 0.1 0.3 0.4
C -1.4786 0.7508 -0.9324 -0.3 0.2 -0.1
C -1.8205 1.2265 0.3246 0.5 -0.1 0.2
H -1.6343 1.4501 3.3253 0.0 0.1 0.0
H -2.6079 -0.0199 3.3645 -0.1 -0.1 0.3
H -3.2655 1.4365 2.6231 0.0 0.1 0.1
H -1.4180 -1.6504 2.0433 -0.1 0.1 0.2
H -0.9385 -2.4699 -0.1833 0.1 -0.2 0.1
H -1.1147 -0.9748 -2.1515 0.3 -0.1 -0.1
H -1.4377 1.4668 -1.7387 -0.1 -0.1 -0.3
H -2.0511 2.2764 0.4405 -0.1 0.1 0.1
C 3.4928 0.5090 -1.0513 0.7 -0.4 1.0
C 2.3003 -0.4235 -1.1276 0.0 0.4 -0.9
O 2.2388 -1.0558 -2.4127 0.1 -0.7 -0.1
H 3.8718 0.7772 -2.0296 -0.3 0.4 -0.2
H 4.3287 0.0237 -0.5364 0.0 -0.2 -0.2
H 3.2788 1.3631 -0.4064 -0.1 0.3 -0.4
H 2.3465 -1.1541 -0.3251 -0.3 -0.1 0.1
H 1.3834 0.1645 -1.0956 0.0 -0.2 0.4
H 2.5562 -1.9708 -2.3764 -0.1 0.5 0.1
```
Forces are in eV/Å.

***

[4]
The following is a DFT calculation (the ωB97M-V functional and the def2-TZVPD basis) of a 2-piece molecular cluster, C9H14O overall.

As for the structure (SMILES): Cc1ccc(O)cc1.CC.

The geometry in XYZ format:
```
24
Properties=species:S:1:pos:R:3:forces:R:3
C 3.6732 0.4946 0.3712 -0.5 0.7 -0.2
C 2.2556 -0.0188 0.3708 0.4 -0.1 -0.4
C 1.6722 -0.4473 1.5477 0.2 -0.2 0.0
C 0.3812 -0.9443 1.5761 0.4 0.2 0.5
C -0.3463 -1.0136 0.4013 -0.5 -0.3 0.3
O -1.6574 -1.4271 0.3801 0.1 -0.6 0.6
C 0.2221 -0.6259 -0.7918 0.5 0.5 0.1
C 1.5095 -0.0919 -0.7991 -0.5 -0.1 0.3
H 4.4368 -0.2783 0.4360 0.0 -0.1 -0.3
H 3.8111 1.1403 1.2227 0.1 0.2 0.6
H 3.8145 1.1711 -0.4809 0.3 -0.5 -0.1
H 2.2696 -0.4013 2.4502 -0.2 0.0 0.1
H -0.0047 -1.2197 2.5500 -0.4 -0.1 -0.2
H -1.8263 -1.9401 1.1958 0.0 0.5 -0.6
H -0.3685 -0.6920 -1.6819 -0.2 0.0 -0.4
H 1.8991 0.3323 -1.7055 0.2 -0.1 -0.4
C -3.3811 1.6485 -1.9325 -0.2 -0.5 -0.5
C -2.8063 1.6150 -0.5184 -0.3 0.3 0.4
H -3.3494 2.6250 -2.4143 0.0 0.0 0.1
H -2.8023 0.9640 -2.5673 0.0 0.2 0.1
H -4.4046 1.2468 -2.0058 0.2 0.4 0.2
H -1.7668 1.3035 -0.5646 0.0 -0.2 0.3
H -3.3954 0.9500 0.1109 0.3 -0.4 -0.1
H -2.8293 2.5552 0.0472 -0.1 0.1 -0.5
```
Forces are in eV/Å.

***

[5]
The following is a DFT calculation (the ωB97M-V functional and the def2-TZVPD basis) of a 2-piece molecular cluster, C9H14O overall.

As for the structure (SMILES): Cc1ccc(O)cc1.CC.

The geometry in XYZ format:
```
24
Properties=species:S:1:pos:R:3:forces:R:3
C -2.3330 -0.6033 1.1321 -1.7 -0.4 -0.4
C -0.9304 -0.1769 0.9940 1.0 0.0 0.0
C 0.0197 -1.1121 0.5578 -0.6 0.2 0.2
C 1.3108 -0.7333 0.2659 -0.4 -0.5 0.0
C 1.6665 0.5794 0.4827 2.7 0.0 1.1
O 3.0527 0.8310 0.4789 -1.1 0.2 -0.6
C 0.8186 1.4997 1.0314 -2.2 0.9 -0.3
C -0.5248 1.1457 1.1907 0.2 -1.3 0.4
H -2.8712 -0.4683 0.1786 0.2 0.2 0.1
H -2.9261 -0.0560 1.8704 0.3 0.0 0.1
H -2.4805 -1.6770 1.3037 0.4 0.2 0.3
H -0.3271 -2.1365 0.4510 0.3 0.0 -0.1
H 2.0514 -1.4591 -0.0504 0.0 0.2 0.0
H 3.1319 1.7894 0.4870 0.3 0.1 0.0
H 1.0067 2.5421 1.2851 0.8 -0.3 -0.2
H -1.2537 1.8207 1.6050 0.0 0.4 -0.1
C -1.2297 -1.3307 -2.7077 0.7 0.0 0.9
C -1.1039 0.1025 -2.2602 0.1 2.2 -0.1
H -0.2948 -1.8889 -2.5836 0.0 0.2 0.2
H -1.9735 -1.8364 -2.0828 -0.2 -0.2 -0.8
H -1.3600 -1.2740 -3.7869 -0.8 -0.6 0.1
H -2.0375 0.6828 -2.3927 0.1 -0.5 -0.2
H -0.4048 0.5998 -2.9389 0.1 0.1 0.1
H -0.7961 0.4204 -1.2463 0.0 -1.0 -0.6
```
Forces are in eV/Å.

***

[6]
The following is a DFT calculation (the ωB97M-V functional and the def2-TZVPD basis) of a 2-piece molecular cluster, C9H14O overall.

As for the structure (SMILES): Cc1ccc(O)cc1.CC.

The geometry in XYZ format:
```
24
Properties=species:S:1:pos:R:3:forces:R:3
C -0.3348 0.0502 2.3299 -1.2 0.6 -2.9
C 0.2605 0.6410 1.0226 -0.6 -1.2 1.3
C 1.6574 0.6074 0.8292 0.5 0.6 1.7
C 2.2615 1.2810 -0.1641 1.0 1.7 -3.5
C 1.4007 1.7729 -1.2631 0.6 0.5 2.8
O 2.0144 2.4831 -2.2175 0.7 0.8 -1.5
C 0.0289 1.7834 -1.0828 -1.6 -0.6 -0.2
C -0.5738 1.2161 0.0711 0.2 1.0 0.0
H -0.4995 0.8464 2.9833 -0.6 1.5 1.1
H 0.2589 -0.6058 2.8772 1.3 -1.4 0.4
H -1.3075 -0.4125 2.0686 0.5 0.1 0.4
H 2.4146 0.3655 1.5999 -1.2 -0.5 0.1
H 3.4251 1.5449 -0.1331 -2.8 -0.8 -0.4
H 1.4876 3.2037 -2.6194 0.1 -0.9 0.5
H -0.7369 2.1489 -1.8243 1.4 0.0 0.5
H -1.7020 1.3973 0.1833 1.9 -0.7 0.1
C -1.4620 -1.7046 -1.0272 -1.3 1.2 3.0
C -0.9732 -2.8887 -0.2104 -2.4 1.2 3.3
H -1.0344 -0.7726 -0.5942 -0.6 -0.8 -0.6
H -1.2589 -1.6913 -2.0471 0.5 -0.4 -1.8
H -2.5635 -1.6988 -0.8737 0.6 0.6 -0.4
H -0.4032 -3.4593 -0.8119 2.5 -2.2 -1.4
H -0.5085 -2.5839 0.8018 -0.3 -0.5 -1.9
H -1.8516 -3.5241 0.1016 0.8 0.5 -0.4
```
Forces are in eV/Å.

***

We obtain energy above the lowest of the compared OMol25 structures with the same formula, charge and spin values of 50.9; 220.5; 53.4; 30.6; 67.1; 182.2 kJ/mol for the records listed above, in that order.